The following is a DFT calculation (ωB97M-V/def2-TZVPD) of the molecule C4H4OS.

Computed properties:
- ΔE to the lowest compared entry with this formula, charge and spin (eV) = 1.599
- orbital gap (Ha) = 0.3240

Structure (ORCA input):
```
! RIJCOSX wB97M-V def2-TZVPD def2/J DEFGRID3
* xyz 0 1
S -0.810 0.978 2.180
O 0.962 0.378 0.358
C 1.172 -0.107 -0.871
C -0.986 -0.481 -0.114
C -0.272 0.249 0.740
C -0.152 -0.520 -1.292
H 0.479 1.300 2.516
H -0.407 -1.018 -2.114
H -2.037 -0.618 0.050
H 2.051 -0.162 -1.454
*
```



The following is a DFT calculation (ωB97M-V/def2-TZVPD) of a cluster of 3 separate species, C4H15N5 in total.

Computed properties:
- ΔE to the lowest compared entry with this formula, charge and spin (eV) = 2.376
- orbital gap (Ha) = 0.2777

Structure (ORCA input):
```
! RIJCOSX wB97M-V def2-TZVPD def2/J DEFGRID3
* xyz 2 1
N -10.719 1.877 0.297
N 9.864 0.295 0.528
N -11.147 0.799 -0.167
N -11.000 -0.330 0.372
N 6.285 0.515 -0.543
C -11.309 -1.592 -0.224
C 5.819 -0.884 -0.786
C 9.167 0.644 1.499
C 10.606 0.058 -0.438
H 9.639 1.304 2.281
H 6.457 -1.676 -0.330
H 10.797 0.777 -1.130
H -12.251 -1.857 0.037
H -10.506 2.003 1.357
H -10.876 2.735 -0.251
H 8.112 0.642 1.372
H 10.932 -0.960 -0.583
H -11.116 -1.536 -1.330
H 5.972 -0.992 -1.818
H 6.197 1.014 -1.402
H -10.739 -0.473 1.362
H 5.910 1.040 0.238
H 4.686 -1.066 -0.617
H -10.779 -2.335 0.277
*
```



The following is a DFT calculation (ωB97M-V/def2-TZVPD) of a structure of composition C34H46BN6PtS3.

Computed properties:
- <S²> = 2.0420
- orbital gap (spin up / spin down) (Ha) = 0.2441 / 0.2366

Structure (ORCA input):
```
! RIJCOSX wB97M-V def2-TZVPD def2/J DEFGRID3
* xyz 1 3
Pt 2.412 -1.942 0.293
S 1.995 -1.812 -2.020
S 2.775 -1.392 2.489
S 0.620 -3.526 0.778
N 1.158 0.451 -0.906
N 0.720 0.141 1.718
N 0.870 1.746 -0.781
N -1.340 -0.502 -0.800
N -0.476 -1.269 -0.112
N -0.302 1.021 1.874
C 3.212 -6.027 1.569
C 0.298 1.157 4.171
C 2.917 -6.121 -0.833
C -2.707 -2.417 -1.049
C -1.008 3.821 3.860
C -4.319 -0.978 -2.957
C -1.615 2.542 3.264
C -3.995 0.860 -1.299
C -0.632 -2.581 0.091
C -2.294 2.892 1.952
C -0.909 4.095 -1.828
C 3.978 -4.184 0.182
C 2.753 -6.694 0.430
C -2.380 0.570 -3.186
C -1.847 -3.193 -0.343
C 1.518 -0.253 2.720
C -2.410 -1.055 -1.304
C 1.603 0.640 -3.226
C 0.976 2.511 -1.839
C 2.164 -0.171 5.176
C 0.611 3.979 -1.653
C 1.302 4.864 -2.694
C 1.338 1.968 -3.092
C 1.306 0.271 4.033
C -2.094 -4.645 -0.087
C -2.645 1.952 4.235
C 1.551 -0.137 -2.043
C 3.517 -4.892 -0.963
C -3.281 -0.162 -2.187
C 4.557 -2.898 0.054
C -0.500 1.531 3.057
C 1.968 0.009 -4.531
C 1.024 4.443 -0.255
C 3.817 -4.799 1.455
B 0.870 -0.540 0.304
H -1.789 4.574 3.972
H -1.202 3.865 -2.855
H 2.278 -7.660 0.526
H 0.940 4.681 -3.706
H 0.623 3.789 0.520
H 3.646 -4.442 -1.940
H 4.851 -2.559 -0.932
H -4.678 0.370 -0.603
H -2.709 2.010 1.472
H -1.235 5.111 -1.605
H 2.953 -0.456 -4.470
H -3.036 -4.957 -0.532
H 4.173 -4.278 2.336
H 0.083 1.575 5.146
H 1.261 -0.782 -4.787
H -3.082 1.036 3.834
H -1.884 -0.137 -3.856
H 1.844 0.312 6.097
H 1.395 2.608 -3.961
H -1.433 3.407 -1.167
H 2.385 4.736 -2.680
H 2.109 -1.253 5.301
H -1.282 -5.246 -0.498
H -1.616 1.150 -2.670
H -3.450 2.670 4.393
H 1.091 5.910 -2.467
H -3.267 1.430 -0.727
H 3.210 0.077 4.995
H -0.235 4.230 3.207
H 3.095 -6.482 2.543
H -2.981 1.248 -3.792
H 1.970 0.750 -5.328
H -5.038 -1.464 -2.296
H 0.653 5.454 -0.086
H -3.605 -2.859 -1.455
H -1.590 3.351 1.262
H -4.884 -0.311 -3.608
H -2.126 -4.847 0.985
H -0.571 3.655 4.845
H 2.572 -6.648 -1.712
H -4.573 1.551 -1.913
H 5.118 -2.490 0.886
H -3.855 -1.738 -3.588
H -3.102 3.598 2.145
H -2.213 1.725 5.211
H 2.111 4.461 -0.156
*
```



The following is a DFT calculation (ωB97M-V/def2-TZVPD) of a structure of composition C14H21I2N2O4.

Computed properties:
- orbital gap (Ha) = 0.0734

Structure (ORCA input):
```
! RIJCOSX wB97M-V def2-TZVPD def2/J DEFGRID3
* xyz -1 1
I 2.304 3.352 -0.092
I 5.573 2.810 1.065
O -4.156 0.100 -0.210
O -1.798 -1.792 -2.746
O -3.084 0.521 -5.163
O -1.083 -1.113 1.368
N 0.885 -1.551 0.076
N 2.021 0.308 0.357
C 0.828 0.380 1.090
C 4.162 1.112 1.263
C -2.034 -0.744 0.301
C 0.379 1.450 1.915
C -2.621 -0.853 -3.166
C -0.147 2.192 2.704
C -2.278 -0.421 -4.752
C -3.475 -0.646 0.793
C -3.631 0.058 2.139
C 3.069 -1.506 -1.122
C 3.632 1.007 2.703
C 0.113 -0.775 0.906
C 3.065 1.260 0.197
C 2.016 -0.914 -0.252
H -2.590 0.115 -2.622
H 3.540 1.035 -0.757
H 3.860 -1.940 -0.491
H 3.540 -0.764 -1.760
H -4.691 0.016 2.410
H 4.187 1.712 3.325
H -3.701 -1.111 -3.188
H 3.864 0.018 3.100
H -1.191 -0.175 -4.711
H 0.596 -2.466 -0.231
H -3.052 -0.398 2.941
H 4.768 0.253 0.990
H 2.583 1.275 2.805
H -4.389 0.967 0.127
H -3.976 -1.616 0.813
H -1.973 -1.509 -0.481
H -1.713 0.211 -0.114
H -0.588 2.810 3.446
H -2.322 -1.395 -5.292
H 2.657 -2.305 -1.734
H -3.390 1.120 2.041
*
```



The following is a DFT calculation (ωB97M-V/def2-TZVPD) of a cluster of 11 separate species, C28H78O23S11 in total.

Computed properties:
- ΔE to the lowest compared entry with this formula, charge and spin (eV) = 0.000
- orbital gap (Ha) = 0.3206

Structure (ORCA input):
```
! RIJCOSX wB97M-V def2-TZVPD def2/J DEFGRID3
* xyz 0 1
S 22.211 5.098 -8.102
S 22.308 0.170 -11.053
S 21.136 7.172 -4.280
S 17.535 2.795 -4.859
S 23.701 -0.311 -7.804
S 26.033 4.010 -11.067
S 25.467 7.828 -3.621
S 17.541 4.015 -11.708
S 22.891 8.155 -12.011
S 26.298 8.074 -8.436
S 21.424 9.493 -7.711
O 24.273 8.008 -4.370
O 27.361 4.050 -10.540
O 22.667 -1.246 -8.138
O 21.160 5.724 -3.922
O 18.450 1.823 -5.355
O 18.052 4.206 -13.014
O 24.025 7.864 -12.809
O 22.317 9.456 -12.032
O 25.136 5.104 -10.926
O 26.208 9.217 -3.669
O 17.425 4.043 -5.525
O 18.750 4.273 -10.705
O 24.673 0.051 -8.768
O 25.409 7.389 -2.259
O 21.765 7.140 -12.398
O 24.462 -0.931 -6.561
O 16.103 2.147 -4.877
O 23.121 3.993 -8.559
O 16.401 4.737 -11.246
O 20.581 8.295 -7.895
O 22.868 0.883 -12.236
O 25.957 7.885 -7.014
O 26.088 3.708 -12.611
C 28.528 9.849 -3.854
C 27.160 9.635 -8.582
C 16.018 0.723 -4.590
C 23.119 6.258 -7.117
C 17.815 4.589 -8.508
C 21.675 4.747 -11.929
C 24.054 -2.568 -4.848
C 25.329 2.480 -10.629
C 26.599 6.745 -4.470
C 22.897 1.106 -7.167
C 20.884 10.375 -6.248
C 21.543 8.074 -2.796
C 19.394 7.516 -4.395
C 14.549 0.383 -4.585
C 22.099 5.827 -12.895
C 23.699 -1.195 -5.361
C 20.839 10.712 -8.886
C 21.168 1.434 -10.470
C 21.114 4.254 -6.983
C 18.570 5.235 -9.649
C 23.212 7.732 -10.341
C 26.571 4.296 -14.852
C 17.299 2.276 -11.415
C 26.221 4.868 -13.495
C 27.442 9.362 -2.918
C 17.769 3.037 -3.149
C 27.737 7.083 -8.753
C 21.049 -0.967 -11.663
H 19.164 8.534 -4.707
H 24.112 -3.308 -5.644
H 19.015 6.790 -5.108
H 28.033 9.611 -7.929
H 20.215 4.844 -6.820
H 25.761 1.730 -11.281
H 28.294 10.866 -4.186
H 16.904 3.565 -2.759
H 19.802 10.308 -6.128
H 20.984 10.288 -9.882
H 18.267 1.881 -11.129
H 20.292 -0.397 -12.200
H 20.269 1.081 -9.963
H 22.620 -1.175 -5.564
H 22.332 3.874 -12.024
H 21.623 5.714 -13.867
H 23.817 6.678 -7.845
H 29.476 9.974 -3.328
H 21.431 10.000 -5.385
H 21.367 11.662 -8.842
H 27.454 9.775 -9.621
H 26.081 6.064 -5.132
H 23.835 -0.367 -4.664
H 28.634 7.409 -8.222
H 27.927 6.999 -9.824
H 28.638 9.225 -4.737
H 25.852 3.510 -15.085
H 23.699 5.932 -6.258
H 18.031 2.099 -2.665
H 27.552 6.067 -8.396
H 23.865 8.509 -9.957
H 22.275 7.704 -9.781
H 14.289 -0.585 -5.011
H 27.157 6.253 -3.676
H 23.166 5.730 -13.061
H 16.509 0.535 -3.632
H 20.617 -1.511 -10.826
H 16.967 1.819 -12.343
H 22.900 1.868 -7.944
H 27.687 8.397 -2.471
H 25.489 2.247 -9.583
H 25.071 -2.574 -4.434
H 27.286 7.368 -5.030
H 19.765 10.824 -8.731
H 14.020 1.124 -5.182
H 20.614 4.526 -11.989
H 21.125 11.436 -6.337
H 22.501 7.678 -2.462
H 26.457 5.042 -15.641
H 21.577 -1.620 -12.355
H 20.896 1.963 -11.386
H 24.258 2.545 -10.805
H 19.580 5.560 -9.367
H 20.804 7.919 -2.008
H 27.007 5.512 -13.105
H 22.444 7.084 -6.895
H 21.978 5.028 -10.912
H 16.828 4.298 -8.866
H 23.394 -2.903 -4.050
H 27.268 10.060 -2.102
H 14.144 0.394 -3.573
H 21.678 9.135 -3.003
H 20.774 3.371 -7.533
H 21.901 0.820 -6.843
H 21.622 3.881 -6.098
H 18.119 6.165 -9.996
H 16.624 0.208 -5.334
H 21.719 2.152 -9.858
H 26.523 10.445 -8.229
H 18.898 7.348 -3.436
H 18.365 3.759 -8.082
H 17.660 5.339 -7.730
H 25.247 5.345 -13.517
H 27.597 3.937 -14.879
H 18.657 3.665 -3.021
H 23.428 1.539 -6.319
H 23.622 6.722 -10.318
H 16.544 2.211 -10.639
*
```



The following is a DFT calculation (ωB97M-V/def2-TZVPD) of a structure of composition H20O10.

Computed properties:
- ΔE to the lowest compared entry with this formula, charge and spin (eV) = 16.625
- orbital gap (Ha) = 0.2053

Structure (ORCA input):
```
! RIJCOSX wB97M-V def2-TZVPD def2/J DEFGRID3
* xyz 0 1
O 5.683 5.648 12.153
O 5.112 8.387 10.881
O 4.975 10.163 12.204
O 3.487 6.355 10.691
O 3.081 9.599 9.286
O 7.138 7.663 10.925
O 7.442 10.331 10.316
O 5.046 9.806 9.494
O 5.718 6.015 10.042
O 2.803 8.214 11.252
H 2.577 7.425 10.761
H 5.045 10.678 9.889
H 5.047 9.457 11.562
H 5.749 7.693 11.049
H 4.007 9.459 9.485
H 4.380 6.163 10.976
H 3.552 6.438 9.740
H 8.118 10.837 9.865
H 6.846 10.052 9.621
H 5.833 4.703 12.147
H 6.552 6.479 9.974
H 7.652 8.223 11.507
H 5.597 9.896 8.716
H 5.586 9.023 10.345
H 5.585 5.882 11.230
H 4.533 10.870 11.735
H 2.871 8.929 8.636
H 5.939 5.098 9.878
H 3.718 8.384 11.027
H 7.589 7.713 10.083
*
```